# 1
This record from the Open Molecules 2025 dataset describes C6H7AgO6 as an isolated structure. The level of theory is the ωB97M-V functional and the def2-TZVPD basis.

Computed properties:
Energy, eV: -22612.22624
Total charge: 0
E_LUMO, Eh: -0.054
Gap between HOMO and LUMO, eV: 7.0
Spin multiplicity: 1
ΔE to the lowest compared entry with this formula, charge and spin, kJ/mol: 493.4

Element x y z (Å)
Ag (1.9919, -2.1256, -0.3003)
O (2.0483, 1.7732, -1.2945)
O (0.6380, -1.6817, 2.3081)
O (0.7427, -0.0190, 3.6241)
O (1.9652, 0.0462, 0.5414)
O (-2.0362, 1.4776, -2.8892)
O (0.9618, -0.1611, -1.6872)
C (-0.4125, -0.7180, 3.9265)
C (1.3340, -0.5653, 2.5784)
C (-1.1930, 0.9103, -1.9095)
C (1.8941, 0.6153, -0.9392)
C (0.0747, 0.4462, -2.6077)
C (-0.5947, -1.5927, 2.9363)
H (-1.4723, -1.8902, 2.3732)
H (-0.9297, 1.6465, -1.1323)
H (-0.1631, -0.3122, -3.3649)
H (-2.9452, 1.4572, -2.5804)
H (-1.6806, 0.0474, -1.4250)
H (0.5678, 1.2961, -3.0979)
H (-0.7913, -0.6502, 4.9400)



# 2
This record from the Open Molecules 2025 dataset describes a 2-piece molecular cluster, C7H14O3 overall. The level of theory is the ωB97M-V functional and the def2-TZVPD basis.

Computed properties:
Energy, eV: -13627.35169
Structure (SMILES): CC(C)(O)C(=O)O.C=CC
Total charge: 0
E_LUMO, Eh: 0.020
Gap between HOMO and LUMO, eV: 10.1
Spin multiplicity: 1
ΔE to the lowest compared entry with this formula, charge and spin, kJ/mol: 176.7

Element x y z (Å)
O (0.7547, -1.5582, -1.7965)
O (1.7996, 0.4066, -1.8859)
O (0.4805, -1.5573, 0.7437)
C (0.7619, 0.9685, 0.8067)
C (-2.3224, 1.7164, -0.4417)
C (1.3091, -0.4764, -1.2397)
C (1.2908, -0.5348, 0.3047)
C (2.7171, -0.7476, 0.8112)
C (-2.1596, -0.7283, 0.1220)
C (-1.9369, 0.3084, -0.7265)
H (-0.6070, -1.3003, 0.6331)
H (-2.3079, -1.7225, -0.2915)
H (-1.5728, 0.1040, -1.7259)
H (1.3643, 1.1420, 1.6943)
H (-3.2500, 1.9423, -0.9755)
H (3.3808, 0.0076, 0.4008)
H (2.7359, -0.6901, 1.8972)
H (0.5000, -2.1499, -1.0561)
H (-0.2664, 1.0364, 1.1501)
H (-2.6292, -0.5370, 1.0834)
H (-1.5604, 2.4152, -0.7939)
H (3.0633, -1.7333, 0.5097)
H (0.9604, 1.8085, 0.1568)
H (-2.5060, 1.8801, 0.6192)



# 3
This record from the Open Molecules 2025 dataset describes an isolated molecule of C4H6FNO. The level of theory is the ωB97M-V functional and the def2-TZVPD basis.

Computed properties:
Energy, eV: -10499.58132
Structure (SMILES): C/C=C(/F)C(N)=O
Total charge: 0
E_LUMO, Eh: 0.031
Gap between HOMO and LUMO, eV: 10.7
Spin multiplicity: 1
ΔE to the lowest compared entry with this formula, charge and spin, kJ/mol: 55.2

Element x y z (Å)
F (-2.1763, 0.9944, -0.3248)
O (-0.4904, 2.3785, 1.3414)
N (1.1348, 1.4018, 0.1614)
C (-1.0527, 0.4257, -0.0467)
C (-0.1709, 1.5002, 0.5742)
C (-0.8780, -0.8336, -0.2938)
C (0.3663, -1.6756, -0.1797)
H (0.0809, -2.6313, 0.1969)
H (1.2284, 0.8748, -0.6173)
H (0.6623, -1.8942, -1.1797)
H (-1.7662, -1.3464, -0.5656)
H (1.2131, -1.1893, 0.3764)
H (1.8488, 1.9949, 0.5573)



# 4
This record from the Open Molecules 2025 dataset describes an isolated molecule of CH5OP. The level of theory is the ωB97M-V functional and the def2-TZVPD basis.

Computed properties:
Energy, eV: -12453.08867
Structure (SMILES): OCP
Total charge: 0
E_LUMO, Eh: 0.032
Gap between HOMO and LUMO, eV: 10.5
Spin multiplicity: 1
ΔE to the lowest compared entry with this formula, charge and spin, kJ/mol: 101.3

Element x y z (Å)
P (-1.2375, -0.4554, 0.2281)
O (1.4398, -0.6932, -0.1470)
C (0.4666, 0.2958, 0.0496)
H (-1.5262, -0.5233, -1.1275)
H (0.5862, 0.9709, -0.9392)
H (-1.8959, 0.7526, 0.3838)
H (1.4846, -1.2656, 0.6255)
H (0.6824, 0.9182, 0.9267)



# 5
This record from the Open Molecules 2025 dataset describes C49H45BCaF4I2N10P as an isolated structure. The level of theory is the ωB97M-V functional and the def2-TZVPD basis.

Computed properties:
Energy, eV: -121916.57090
Total charge: +1
E_LUMO (spin up / spin down), Eh: -0.216 / -0.216
Gap between HOMO and LUMO (spin up / spin down), eV: 5.0 / 5.0
Spin multiplicity: 1
ΔE to the lowest compared entry with this formula, charge and spin, kJ/mol: 59.0

Element x y z (Å)
I (-4.5114, 3.1894, 0.3360)
I (-3.9422, -0.3205, -0.1060)
Ca (0.1325, 0.8096, 0.7419)
P (0.4440, -2.3395, 1.3401)
F (-2.5044, 1.5273, -8.4697)
F (1.8429, 1.1136, -6.6213)
F (-3.5234, 1.5783, -6.0453)
F (0.8212, 1.1751, -4.2197)
N (-4.4252, 1.4854, -3.1133)
N (1.0218, 3.4111, 1.8290)
N (-0.2824, 0.8669, 2.9587)
N (0.7313, 1.5634, 3.5284)
N (-0.8162, 0.7064, -1.5209)
N (2.3653, 0.8405, 0.8282)
N (2.7061, 0.6268, -9.4630)
N (0.2483, 3.0599, 0.7750)
N (2.7200, 1.5397, 1.9288)
N (-1.1296, 1.1502, -11.1303)
C (4.0407, 1.4266, 2.1361)
C (-1.7004, 1.4087, -7.4389)
C (2.8355, -1.4596, 4.4599)
C (0.6198, 1.5209, 4.8633)
C (1.4136, -3.8263, 0.8203)
C (-1.6274, -2.9969, -0.2583)
C (-2.7923, -3.6065, -0.6960)
C (-1.2072, 0.9703, -2.5674)
C (4.5702, 0.6269, 1.1470)
C (1.0028, -2.2418, 3.0855)
C (3.5186, -0.5385, -0.9194)
C (1.6121, 0.8645, -9.2049)
C (-3.5981, -4.2902, 0.2030)
C (2.1782, -0.5233, -1.6441)
C (-3.3374, 1.3676, -3.4657)
C (-5.3439, 1.2942, -0.1492)
C (-0.5588, 1.1482, -10.1332)
C (1.0333, -2.6802, 5.4586)
C (-3.2127, -4.3752, 1.5310)
C (-1.0393, 4.1973, -1.0233)
C (-1.0447, 0.4024, 3.9538)
C (0.3017, 5.2921, 0.9259)
C (1.5311, -4.9144, 1.6853)
C (-1.9474, 1.2161, -3.7563)
C (-3.4036, 0.8213, 3.4189)
C (0.2285, 1.1040, -8.9439)
C (0.0067, 1.2082, -5.2612)
C (1.9573, -3.9137, -0.4557)
C (-0.4969, 0.7789, 5.1850)
C (-2.0284, -3.7931, 1.9637)
C (-1.4089, 1.2853, -5.0198)
C (2.6097, -5.0695, -0.8643)
C (-0.2877, 1.2323, -7.6823)
C (3.4805, 0.2960, 0.3283)
C (2.2377, -2.0089, 5.5855)
C (0.4157, -2.7908, 4.2211)
C (2.2237, -1.5778, 3.2235)
C (1.0613, 4.7471, 1.9398)
C (2.1738, -6.0698, 1.2726)
C (0.5368, 1.1809, -6.4968)
C (-0.1860, 4.1900, 0.2105)
C (-1.9381, 5.4322, -1.0715)
C (4.6190, -0.0299, -1.8590)
C (-2.8192, -1.1156, 4.9012)
C (-2.2208, 1.4355, -6.1967)
C (-0.1577, 4.1440, -2.2801)
C (2.7134, -6.1497, -0.0041)
C (-2.3624, -0.2718, 3.7099)
C (-1.2189, -3.0904, 1.0761)
B (1.7560, 2.4190, 2.7559)
H (3.7698, -1.5623, -0.6227)
H (0.4866, 5.0233, -2.3223)
H (5.6010, -0.0908, -1.3921)
H (-0.7848, 4.1433, -3.1760)
H (-1.0080, -2.4574, -0.9700)
H (3.7803, -0.9379, 4.5455)
H (-3.4897, 1.4845, 4.2816)
H (-2.6581, 5.3460, -1.8857)
H (4.6366, -0.6328, -2.7681)
H (-6.1231, 1.0620, 0.5651)
H (1.8953, 0.5125, -1.8355)
H (1.6127, 5.2294, 2.7292)
H (3.2074, -7.0571, -0.3260)
H (0.5658, -3.1299, 6.3261)
H (0.1322, 6.3366, 0.7312)
H (5.6029, 0.3551, 1.0121)
H (-1.7549, -3.9183, 2.9986)
H (-3.0957, 1.4217, 2.5633)
H (-0.8818, 0.5646, 6.1670)
H (1.3951, -1.0038, -1.0550)
H (-2.2709, -0.9059, 2.8207)
H (-4.5221, -4.7472, -0.1248)
H (-2.4919, 5.5564, -0.1403)
H (1.8759, -3.0798, -1.1429)
H (3.0420, -5.1284, -1.8550)
H (-5.7279, 1.3515, -1.1599)
H (-3.5944, -1.8165, 4.5893)
H (-3.2399, -0.4767, 5.6795)
H (2.2540, -6.9082, 1.9524)
H (-1.6678, 3.3017, -0.9968)
H (4.4299, 1.0083, -2.1382)
H (1.3293, 2.0166, 5.5048)
H (4.5177, 1.9125, 2.9710)
H (2.7093, -1.1672, 2.3439)
H (-1.3402, 6.3298, -1.2363)
H (-4.3808, 0.3789, 3.2171)
H (2.2579, -1.0433, -2.5994)
H (1.1278, -4.8656, 2.6867)
H (2.4070, 3.0373, 3.5415)
H (-3.8280, -4.9137, 2.2405)
H (2.7065, -1.9110, 6.5559)
H (0.4779, 3.2565, -2.2804)
H (-0.5214, -3.3170, 4.1557)
H (-3.0818, -3.5409, -1.7373)
H (-1.9959, -1.6769, 5.3400)



# 6
This record from the Open Molecules 2025 dataset describes a 2-piece molecular cluster, C3H5BrN2 overall. The level of theory is the ωB97M-V functional and the def2-TZVPD basis.

Computed properties:
Energy, eV: -76211.53259
Total charge: 0
E_LUMO (spin up / spin down), Eh: -0.033 / -0.033
Gap between HOMO and LUMO (spin up / spin down), eV: 8.7 / 8.7
Spin multiplicity: 1
ΔE to the lowest compared entry with this formula, charge and spin, kJ/mol: 174.2

Element x y z (Å)
Br (2.2571, -1.0593, 0.2052)
N (0.6910, 3.0319, -0.2791)
N (-0.0472, -0.7508, -1.2272)
C (0.4798, -0.4727, -0.0315)
C (0.5107, 1.9042, -0.2210)
C (-0.6048, -0.5049, 1.0762)
H (0.3884, -0.5251, -2.1303)
H (-0.9874, 0.5720, 1.0711)
H (-1.0393, -0.4090, -1.2702)
H (-1.4498, -1.0037, 0.7491)
H (-0.1985, -0.7827, 2.0577)



# 7
This record from the Open Molecules 2025 dataset describes an isolated ion of composition C9H16N3 and charge +1. The level of theory is the ωB97M-V functional and the def2-TZVPD basis.

Computed properties:
Energy, eV: -14054.10486
Structure (SMILES): Cn1nccc1[C@]1(C)CCC[NH2+]1
Total charge: +1
E_LUMO, Eh: -0.117
Gap between HOMO and LUMO, eV: 10.0
Spin multiplicity: 1
ΔE to the lowest compared entry with this formula, charge and spin, kJ/mol: 385.8

Element x y z (Å)
N (-1.9978, -0.3553, -0.3422)
N (-3.0123, 0.4836, -0.3290)
N (0.9091, -0.3461, -1.0591)
C (-2.6566, 1.5705, 0.3079)
C (0.7311, -1.6383, 1.0746)
C (1.5908, 0.9334, -1.3451)
C (-1.3217, 1.4476, 0.7476)
C (2.3415, 1.3065, -0.1635)
C (0.5900, -0.3098, 0.3892)
C (-0.9680, 0.1928, 0.3937)
C (1.4749, 0.7098, 0.9646)
C (-2.2127, -1.6827, -0.6664)
H (0.7668, 1.6315, -1.5680)
H (-1.4682, -2.1087, -1.3603)
H (1.8385, -1.8801, 1.4509)
H (3.1839, 0.6465, -0.1539)
H (1.4763, -1.2904, -1.3130)
H (1.0207, 1.4415, 1.5747)
H (-2.3505, -2.4165, 0.1505)
H (2.6644, 2.3234, -0.0679)
H (0.2814, -2.5012, 0.6363)
H (2.1834, 0.9246, -2.2600)
H (0.2024, -1.4342, 1.9376)
H (-0.7251, 2.1595, 1.4683)
H (-3.1742, -1.8486, -1.2714)
H (-3.3829, 2.2722, 0.5673)
H (-0.0661, -0.4910, -1.4703)
H (2.0809, 0.2596, 1.7069)



# 8
This record from the Open Molecules 2025 dataset describes a 6-piece molecular cluster, C12H37O6S overall. The level of theory is the ωB97M-V functional and the def2-TZVPD basis.

Computed properties:
Energy, eV: -36153.79877
Total charge: +1
E_LUMO, Eh: -0.103
Gap between HOMO and LUMO, eV: 8.8
Spin multiplicity: 1
ΔE to the lowest compared entry with this formula, charge and spin, kJ/mol: 55.4

Element x y z (Å)
S (-0.4161, -1.0697, 3.5227)
O (1.1892, -6.5213, 4.3662)
O (2.0978, 0.8044, 4.1395)
O (0.1679, 4.2639, -2.5400)
O (-2.9358, 3.6347, -5.5916)
O (0.4958, 1.6510, -1.6896)
O (-1.1327, -0.2604, -5.2348)
C (-0.8626, -3.7954, 3.6021)
C (-0.5697, -2.6433, 2.5557)
C (-0.7811, 0.2610, 2.2884)
C (1.9571, -6.2468, 5.5365)
C (-0.3705, -0.1944, -0.2659)
C (0.2789, 0.1414, 1.1125)
C (1.6257, 2.2969, -1.0743)
C (1.8156, 2.2071, 4.1951)
C (-0.6365, 4.6438, -3.6543)
C (-3.5367, 2.5659, -4.8696)
C (0.4985, 0.2516, -1.4894)
C (0.1788, -0.6346, -5.6460)
H (-1.9195, -4.1012, 3.5953)
H (1.0363, -0.6426, 1.3177)
H (1.2317, 2.9468, -0.2651)
H (-3.4940, 3.8205, -6.3496)
H (2.6981, 2.7525, 4.5308)
H (-1.6145, 4.1673, -3.5851)
H (0.2613, 3.3025, -2.5775)
H (-0.1581, -4.6093, 3.3697)
H (-0.6124, 1.2116, 2.8294)
H (-1.3370, -2.5666, 1.7692)
H (0.1103, -1.5602, -6.2130)
H (0.8302, 1.1018, 1.1163)
H (-0.6685, -3.3872, 4.6151)
H (1.5105, 2.5700, 3.2095)
H (2.2863, 1.5540, -0.5851)
H (2.6697, -7.0540, 5.7173)
H (2.8166, 0.6827, 3.5126)
H (0.8183, -0.7956, -4.7727)
H (1.0055, 2.3686, 4.9033)
H (-0.1474, 4.3478, -4.5854)
H (0.3991, -2.8204, 2.0602)
H (-1.0540, 0.5572, -4.7377)
H (-1.3541, 0.3091, -0.3052)
H (-2.9143, 2.3428, -4.0032)
H (2.5030, -5.3181, 5.3807)
H (-0.5073, -1.2897, -0.3833)
H (1.5084, -0.2030, -1.4599)
H (2.2344, 2.8828, -1.7798)
H (0.8957, -0.8718, 3.8938)
H (-0.0023, -0.1916, -2.3779)
H (1.2994, -6.1354, 6.4022)
H (0.6114, 0.1430, -6.2801)
H (-1.8219, 0.2144, 1.9300)
H (-0.7628, 5.7245, -3.6444)
H (-4.5347, 2.8552, -4.5304)
H (-3.6037, 1.6777, -5.5029)
H (0.7170, -7.3422, 4.5221)



- Which of these has the lowest energy?
  C49H45BCaF4I2N10P